This record from the Open Molecules 2025 dataset describes 2 unconnected molecules or ions with the total composition C33H41NO2S2Si in a non-equilibrium geometry. The level of theory is the ωB97M-V functional and the def2-TZVPD basis.

Energy relative to the best compared isomer or geometry (same formula, charge and spin): 2.8 kcal/mol
E: -70019.13810 eV
Net charge: 0
Frontier orbital gap: 4.1 eV

Each line ends with the Mulliken charge.
Element x y z (Å)
C (-2.7419, 0.6234, 2.4964)  -1.4773
C (-1.3611, 1.1984, 2.1480)  0.4491
C (-1.5850, 2.1454, 0.9911)  -1.2941
O (-0.4877, 0.0654, 1.9397)  -0.4089
C (0.8770, 0.1425, 2.1714)  0.1582
S (1.8240, -1.2479, 2.2236)  -0.3119
S (1.4941, 1.6782, 2.3380)  -0.3942
H (-3.4377, 1.4536, 2.6772)  0.4323
H (-3.1200, 0.0222, 1.6551)  0.3244
H (-2.6985, 0.0128, 3.4062)  0.3324
H (-0.9925, 1.7741, 3.0140)  0.4205
H (-2.3297, 2.8818, 1.3279)  0.4545
H (-0.6965, 2.7107, 0.6977)  0.2883
H (-2.0299, 1.6201, 0.1305)  0.2770
C (4.7327, 0.9944, -5.1466)  -1.0798
Si (3.1236, 0.0890, -5.3481)  0.2839
C (1.6437, 1.1508, -5.7373)  -1.1010
C (3.2238, -1.3392, -6.5225)  -0.9425
O (2.7069, -0.4930, -3.8510)  -0.4356
C (2.8681, -1.6661, -3.0916)  2.2230
C (1.8142, -2.7491, -3.4940)  0.1161
C (0.6177, -2.4012, -4.1296)  -0.3094
C (-0.3338, -3.3996, -4.4141)  -0.6369
C (-0.1410, -4.7125, -3.9726)  -0.8191
C (1.0587, -5.0491, -3.3410)  -0.8149
C (2.0350, -4.0753, -3.1211)  -0.5851
C (4.3407, -2.1456, -3.2014)  0.2678
C (4.6811, -3.1692, -4.0876)  -0.1795
C (6.0246, -3.5149, -4.2749)  -0.9877
C (7.0379, -2.8438, -3.5892)  -0.6709
C (6.6929, -1.7931, -2.7442)  -0.8198
C (5.3571, -1.4332, -2.5558)  -0.5269
C (2.5112, -1.1994, -1.6319)  -1.0436
C (1.0907, -0.6117, -1.4807)  -1.0499
C (0.1893, -1.7410, -0.9980)  -1.0564
C (1.1207, -2.8385, -0.4700)  -1.2925
N (2.4657, -2.3381, -0.7412)  0.7311
C (3.4881, -2.8495, -0.0728)  -0.0558
C (3.2778, -4.0088, 0.6951)  -0.2188
C (4.1323, -4.3280, 1.7163)  -0.7734
C (4.5592, -5.6945, 1.9414)  0.6623
C (5.6993, -6.0122, 2.7477)  -0.3250
C (6.1020, -7.3321, 2.9468)  -0.6245
C (5.3983, -8.3769, 2.3275)  -0.2786
C (4.3264, -8.0993, 1.4664)  -0.7533
C (3.9332, -6.7805, 1.2539)  -0.1898
H (5.0190, 1.4473, -6.1084)  0.3966
H (4.6478, 1.7880, -4.3891)  0.3010
H (5.5423, 0.3266, -4.8190)  0.2641
H (1.7735, 1.6657, -6.7013)  0.4075
H (0.7396, 0.5222, -5.7883)  0.2804
H (1.4731, 1.8972, -4.9462)  0.3235
H (3.1521, -0.9477, -7.5455)  0.5359
H (4.1633, -1.8910, -6.4198)  0.2868
H (2.3998, -2.0443, -6.3593)  0.2367
H (0.4134, -1.3638, -4.4026)  0.2243
H (-1.2247, -3.1340, -4.9787)  0.4381
H (-0.9274, -5.4682, -4.1208)  0.3962
H (1.2533, -6.0792, -3.0329)  0.4395
H (2.9707, -4.3418, -2.6180)  0.4644
H (3.9012, -3.6720, -4.6665)  0.6212
H (6.2660, -4.3082, -4.9773)  0.4356
H (8.0823, -3.1429, -3.7118)  0.4186
H (7.4694, -1.2404, -2.2109)  0.4337
H (5.1061, -0.5855, -1.9132)  0.3919
H (3.2682, -0.4693, -1.2853)  0.8292
H (1.1767, 0.1639, -0.7095)  0.4864
H (0.7397, -0.1369, -2.4049)  0.2052
H (-0.4654, -1.4250, -0.1764)  0.4605
H (-0.4116, -2.1517, -1.8109)  0.3972
H (0.9732, -2.9761, 0.6112)  1.0141
H (0.9504, -3.7973, -0.9984)  0.2830
H (4.4741, -2.3768, -0.1050)  0.4046
H (2.3768, -4.6346, 0.4992)  0.5696
H (4.6256, -3.5238, 2.2794)  0.4360
H (6.3173, -5.1805, 3.1114)  0.3181
H (6.9831, -7.5439, 3.5553)  0.3671
H (5.6722, -9.4062, 2.5263)  0.3774
H (3.8091, -8.9075, 0.9422)  0.3620
H (3.1824, -6.5530, 0.4823)  0.2297